Entry 1:
Here is 2 unconnected molecules or ions with the total composition C3H11NS2 at a distorted geometry from the Open Molecules 2025 dataset. Energies are from the ωB97M-V functional and the def2-TZVPD basis.

```
17
Properties=species:S:1:pos:R:3:forces:R:3
C 0.4746 -1.9644 -1.1592 -5.22 -1.47 -2.15
N -0.0579 -1.0853 -2.2385 1.59 1.31 -0.53
C 0.4603 0.3136 -2.0045 -1.71 0.51 3.98
H -0.0911 -1.7337 -0.2413 -0.08 -0.50 -0.36
H 0.3283 -3.0235 -1.5490 -0.16 1.11 1.00
H 1.4299 -1.8882 -0.9103 4.59 0.80 0.65
H 0.3110 -1.3703 -3.1683 -0.32 0.01 1.08
H -0.3694 1.0185 -1.3309 2.22 -2.19 -1.90
H 0.7149 0.9399 -2.8349 0.03 -0.21 -0.84
H 1.3587 0.2127 -1.3036 -0.94 0.58 -0.99
C -1.1661 0.4602 2.9375 0.10 0.78 1.60
S 0.4196 1.4535 2.8087 -0.68 -0.64 0.08
S -0.2743 2.5458 1.1808 -0.65 0.18 -0.25
H -0.9018 -0.4139 3.6363 -0.63 1.38 -1.10
H -1.4524 0.1218 1.9409 0.06 -0.13 0.19
H -1.9874 1.1547 3.3824 1.42 -1.45 -0.71
H 0.8031 3.2587 0.8539 0.37 -0.09 0.23
```
Positions in Å, forces in eV/Å.

Results
Gap between HOMO and LUMO = 8.639 eV
Energy above the lowest of the compared OMol25 structures with the same formula, charge and spin = 192.8 kJ/mol

How positive or negative is each atom? The Mulliken charges in e answer that: -0.863 -0.410 -0.516 0.213 0.312 0.409 0.254 0.075 0.344 0.194 -0.783 -0.017 -0.235 0.279 0.266 0.311 0.165

=====

Entry 2:
Here is a molecular structure, C4H11N6O4Pt at a distorted geometry from the Open Molecules 2025 dataset. Energies are from the ωB97M-V functional and the def2-TZVPD basis.

```
26
Properties=species:S:1:pos:R:3:forces:R:3
Pt 0.5598 0.1381 -0.0268 0.21 -0.57 0.28
N -0.4715 -1.8317 -0.8884 0.01 0.88 0.55
C 0.3933 -2.5048 -1.8612 0.40 -0.73 -0.38
C 1.7614 -2.8421 -1.2882 0.56 1.05 0.04
C 2.7288 -1.5948 -1.2478 -0.52 -3.71 -1.71
O 3.7171 -1.6494 -1.9326 0.34 0.73 0.18
O 2.3867 -0.6843 -0.4394 -0.87 2.76 1.70
H -0.6890 -2.4611 -0.1184 -0.04 0.12 -0.11
H -1.3390 -1.5426 -1.3330 0.01 -0.04 0.16
H 0.4910 -1.8669 -2.7438 -0.05 -0.04 0.09
H -0.0672 -3.4533 -2.1797 -0.13 0.35 0.02
H 2.2529 -3.5927 -1.9071 -0.11 0.05 0.11
H 1.6787 -3.2051 -0.2608 -0.12 -0.22 -0.02
N 0.0188 0.5672 2.4537 0.19 -0.33 -0.22
N -0.7729 1.7192 2.5085 0.03 0.04 0.36
C -1.1856 2.3416 1.3867 -0.23 0.31 -0.47
N -1.8548 3.4788 1.4736 -0.06 0.05 -0.11
N -0.8761 1.7312 0.2412 1.08 -1.47 0.61
N -1.2310 2.1756 -0.9902 -0.27 0.18 -0.22
O -1.9576 3.1291 -1.1103 -0.44 0.68 -0.25
O -0.7750 1.5093 -1.8892 0.01 -0.01 -0.64
H -0.4573 -0.2308 2.8717 0.02 0.24 -0.02
H 0.9196 0.7119 2.9115 -0.24 0.06 -0.10
H -1.0104 2.1213 3.4084 0.12 -0.14 -0.15
H -2.0523 3.9225 2.3545 0.04 -0.04 0.07
H -2.1687 3.9138 0.6075 0.06 -0.19 0.25
```
Positions in Å, forces in eV/Å.

Results
Gap between HOMO and LUMO (spin up / spin down) = 8.024 / 6.303 eV
Energy above the lowest of the compared OMol25 structures with the same formula, charge and spin = 55.9 kJ/mol
2S+1 = 3
Charge = +1

How positive or negative is each atom? The Mulliken charges in e answer that: 0.953 -0.521 -0.533 -0.585 0.649 -0.562 -0.672 0.281 0.285 0.359 0.380 0.306 0.279 -0.604 -0.131 0.885 -0.313 -0.592 1.396 -0.726 -0.667 0.260 0.295 0.178 0.175 0.226

=====

Entry 3:
Here is a molecular structure, C7H6AlNO7 at a distorted geometry from the Open Molecules 2025 dataset. Energies are from the ωB97M-V functional and the def2-TZVPD basis.

```
22
Properties=species:S:1:pos:R:3:forces:R:3
O -0.7182 -1.6887 -4.5030 1.63 -0.35 1.60
C -0.2309 -1.4483 -3.4130 -1.79 -0.89 -4.27
Al 0.1821 -0.4925 -0.8742 -1.74 1.44 -0.23
O -1.9542 0.1437 -2.6959 0.60 -0.63 -0.77
C -0.9148 -0.4573 -2.5545 -0.06 1.00 2.86
C 1.9229 -1.5964 -0.7105 4.02 -1.35 4.55
O 2.7315 -1.9294 0.0421 -3.18 1.03 -3.82
C 1.2756 0.9822 -2.0128 3.42 4.11 -1.51
O 1.7899 1.8706 -2.5359 -2.36 -3.46 1.67
C -0.9464 -2.1693 -0.2912 -3.19 -5.60 1.37
O -1.5520 -3.0974 0.0569 2.63 4.33 -1.68
H 0.7241 -1.9486 -3.0124 -0.74 0.33 -0.38
N 0.0158 2.2203 2.4949 0.21 0.40 0.22
C -0.5748 0.8723 2.7620 -0.13 0.27 0.44
C -0.2694 0.0930 1.5348 0.40 -1.90 -0.76
O -0.1712 -1.1568 1.4818 0.28 2.80 0.74
O -0.0589 0.8405 0.4742 0.20 -1.85 -0.52
H 1.0449 2.1420 2.4974 -0.34 0.29 0.02
H -0.2457 2.9374 3.1851 -0.07 -0.16 -0.16
H -0.2689 2.4895 1.5329 0.17 0.24 0.60
H -0.1247 0.4214 3.6445 -0.08 0.02 0.02
H -1.6566 0.9719 2.8969 0.12 -0.06 0.03
```
Positions in Å, forces in eV/Å.

Results
Gap between HOMO and LUMO = 5.909 eV
Energy above the lowest of the compared OMol25 structures with the same formula, charge and spin = 0.0 kJ/mol
Charge = +2

How positive or negative is each atom? The Mulliken charges in e answer that: -0.330 0.058 0.544 -0.470 0.618 0.397 -0.032 0.259 -0.118 0.325 -0.145 0.117 -0.283 -0.599 0.944 -0.595 -0.505 0.368 0.344 0.377 0.386 0.341

=====

Entry 4:
Here is 8 unconnected molecules or ions with the total composition C34H90N10O12 at a distorted geometry from the Open Molecules 2025 dataset. Energies are from the ωB97M-V functional and the def2-TZVPD basis.

```
146
Properties=species:S:1:pos:R:3:forces:R:3
C 4.6818 -1.4264 0.3646 -1.72 -1.66 1.55
O 5.4106 -1.2489 -0.5881 1.04 0.21 -0.39
N 4.8257 -2.3334 1.3825 0.85 0.02 -0.52
N 3.4847 -0.7952 0.4887 0.13 1.56 -1.36
H 5.5728 -3.0130 1.3840 -0.25 0.30 -0.11
H 4.0890 -2.3794 2.0719 0.23 -0.29 -0.03
H 2.7001 -0.9590 1.1032 0.42 -0.14 0.06
H 3.4172 -0.1004 -0.2413 -0.83 0.11 0.23
C -4.9345 -3.6484 0.2997 5.17 2.32 0.69
O -4.2224 -4.3470 -0.4146 -1.14 -1.12 -0.61
N -4.3030 -2.5809 0.8728 -0.64 0.97 1.24
N -6.2194 -3.7544 0.5335 -1.17 -1.28 -0.57
H -3.2997 -2.4672 0.8970 -0.11 -0.15 -0.51
H -4.7711 -1.9275 1.4844 -0.20 -0.23 -0.15
H -6.4931 -4.2421 -0.3075 -1.97 -0.06 0.57
H -6.6739 -3.1582 1.2103 -0.42 -0.27 -0.81
C -1.3135 -3.2731 1.2279 0.29 1.81 1.19
O -1.5675 -1.9693 0.6020 -0.42 -1.31 1.95
C -1.2758 -1.9779 -0.7374 0.11 0.35 -1.71
C -1.9034 -0.7230 -1.4517 -0.10 -2.03 1.75
N -1.0414 0.3765 -1.5744 1.11 1.00 -1.98
C -0.0065 0.2251 -2.6095 1.27 1.61 1.28
C 0.9389 1.4413 -2.4892 -1.00 -1.26 0.06
O 1.6951 1.4179 -1.3183 -0.81 -0.40 -0.23
C 2.4400 2.5854 -1.2340 2.07 -0.46 1.98
H -1.4862 -3.0657 2.2839 0.26 0.07 0.20
H -0.2508 -3.4948 1.1287 -0.12 -0.46 -0.29
H -2.0272 -4.0735 1.0328 0.19 0.01 -1.09
H -1.6153 -2.9273 -1.1517 -0.28 -0.03 -0.38
H -0.1969 -1.9388 -0.8880 0.41 -0.08 -0.03
H -2.6713 -0.3684 -0.7641 -0.81 -0.49 -0.43
H -2.2478 -1.1119 -2.4099 -0.42 0.62 -0.11
H -0.6199 0.6327 -0.6930 0.17 -0.08 0.09
H -0.3142 0.3523 -3.6474 -0.90 -0.58 0.09
H 0.5963 -0.6729 -2.4741 0.01 -0.33 -0.29
H 0.2669 2.2876 -2.3467 0.02 0.49 -0.97
H 1.6089 1.4292 -3.3488 -0.05 0.50 -0.28
H 2.0581 3.5669 -1.5151 -0.78 -0.33 -0.20
H 3.4077 2.4163 -1.7063 0.04 0.29 -0.45
H 2.6624 2.5675 -0.1670 0.26 0.88 0.14
C -1.6317 -2.8153 -7.3720 0.25 0.38 1.68
O -1.2526 -3.7076 -6.2985 -0.27 -0.57 -1.35
C -0.8649 -3.2327 -4.9985 -0.34 -0.83 -1.68
C -1.0830 -4.3081 -3.9292 0.26 0.98 0.43
N 0.0772 -5.1410 -3.6038 -0.23 1.41 -0.03
C -0.2705 -6.0998 -2.5653 0.61 -0.26 0.54
C 0.5864 -6.0055 -1.2555 -0.57 1.25 -1.65
O 0.0510 -6.8805 -0.3409 -0.59 -0.38 1.22
C 1.0025 -7.4518 0.5355 -0.58 -0.78 -0.28
H -0.9148 -2.0391 -7.6397 0.73 -0.14 0.24
H -2.4818 -2.2339 -7.0152 -0.54 -0.14 -0.34
H -1.8250 -3.3652 -8.2931 -0.23 -0.32 0.45
H -1.4785 -2.3734 -4.7280 0.16 0.30 -0.10
H 0.1938 -3.0020 -5.1164 0.11 0.46 0.71
H -1.9226 -4.9938 -4.0431 -0.58 0.55 -0.68
H -1.3353 -3.6130 -3.1284 0.10 -0.69 0.88
H 0.3876 -5.4503 -4.5138 0.33 -0.98 0.43
H -0.2655 -7.1263 -2.9321 0.14 -0.18 0.02
H -1.2841 -5.9058 -2.2145 -0.20 -0.04 -0.14
H 0.4399 -5.0079 -0.8415 0.36 0.50 -0.25
H 1.6464 -6.1482 -1.4658 0.15 -0.24 0.01
H 1.2180 -8.3638 -0.0213 1.22 -0.29 0.64
H 0.5670 -7.7248 1.4966 -0.52 -0.02 -0.17
H 1.8396 -6.8141 0.8196 0.21 0.06 -0.63
C 1.9097 9.2792 3.6711 -1.16 -0.79 2.18
O 0.5663 9.1195 3.1282 1.46 -0.68 -0.72
C -0.2589 8.1449 3.8410 0.04 1.82 0.23
C -1.4156 7.7441 2.9502 1.29 -0.70 -1.04
N -0.9138 6.7996 1.9016 -1.05 -1.63 0.11
C -1.0388 5.4137 2.4292 0.27 0.18 -0.55
C -0.4893 4.2848 1.5602 0.73 -0.15 -0.93
O 0.9743 4.3658 1.4043 -2.01 -0.46 0.49
C 1.7392 3.7390 2.4214 1.41 1.28 -0.40
H 2.3414 8.3102 3.9217 0.01 -0.25 -0.29
H 1.7822 9.7669 4.6375 -0.10 0.04 0.48
H 2.7255 9.8827 3.2732 -0.90 0.09 -1.60
H -0.5276 8.6828 4.7502 -0.59 -0.08 0.26
H 0.1941 7.2199 4.1978 0.85 0.03 -0.41
H -1.9574 8.5542 2.4620 0.34 0.29 0.18
H -2.1459 7.1810 3.5313 0.00 0.08 0.15
H 0.0537 6.8140 1.6120 0.23 1.24 0.21
H -2.0966 5.2799 2.6555 0.04 -0.46 0.12
H -0.4304 5.3225 3.3290 -0.28 -0.07 0.67
H -0.8750 4.1942 0.5448 0.00 0.97 -0.30
H -0.8269 3.3043 1.8962 0.43 -0.11 0.95
H 2.7224 4.1520 2.1958 0.43 -0.27 0.04
H 1.8651 2.6568 2.3881 -0.74 -0.13 -0.07
H 1.5828 4.1309 3.4264 -0.72 -0.31 0.19
C -9.3118 4.4185 1.7678 -0.53 -0.12 0.31
O -7.9656 4.1627 1.5750 1.97 1.48 -1.88
C -7.3823 5.3721 0.9226 2.57 -0.19 1.32
C -5.8002 5.2565 0.6054 -2.84 -0.89 0.81
N -5.5839 4.2181 -0.3915 -0.32 2.46 0.68
C -4.1825 3.8835 -0.5508 -1.68 -1.86 -0.81
C -3.6623 2.8294 0.3458 0.83 -2.02 1.67
O -4.5832 1.7210 0.5618 0.06 1.09 0.19
C -4.2922 0.9426 1.7172 0.72 -0.57 -0.81
H -9.6977 4.7987 0.8219 -0.76 -0.05 0.16
H -9.4661 5.1293 2.5797 -0.06 0.53 -0.02
H -9.8083 3.5124 2.1149 -0.01 -0.18 -0.42
H -7.3717 6.1376 1.6985 -0.44 0.29 0.09
H -7.8623 5.8040 0.0444 -0.70 -0.81 -0.11
H -5.3944 5.0406 1.5938 0.54 -0.23 0.19
H -5.4602 6.2574 0.3395 0.03 -0.03 -0.41
H -6.2687 3.5168 -0.1477 0.82 -0.91 -0.26
H -3.5300 4.7536 -0.4785 -0.18 0.04 -0.46
H -4.1475 3.3155 -1.4804 0.36 0.93 -0.81
H -3.2988 3.1899 1.3081 -0.22 0.12 0.36
H -2.7996 2.4083 -0.1706 0.44 -0.04 0.10
H -5.1376 0.2913 1.9392 -0.46 0.69 0.32
H -3.8859 1.5167 2.5498 -0.60 0.25 0.21
H -3.5203 0.1978 1.5235 0.56 0.03 -0.38
C 2.0729 -5.3390 3.2339 0.41 0.73 -0.24
C 2.3298 -4.8174 4.7028 -0.89 -1.93 -2.74
C 2.5008 -3.3218 4.7176 -1.03 0.39 0.02
O 3.5070 -2.8425 3.7874 -1.73 -1.30 0.61
C 4.7140 -2.5786 4.3918 1.50 -0.18 0.93
N 1.1987 -5.3931 5.4465 0.95 0.71 1.21
H 1.2981 -6.1027 3.1662 0.27 -0.22 0.44
H 2.9592 -5.6707 2.6929 0.20 -0.25 0.30
H 1.7030 -4.5470 2.5828 -0.11 0.41 0.20
H 3.2332 -5.2818 5.0981 0.06 -0.09 0.00
H 2.5693 -3.0543 5.7721 1.24 0.57 0.12
H 1.5452 -2.8391 4.5131 -0.08 0.02 -0.84
H 5.0877 -3.3605 5.0529 -0.89 -0.14 1.07
H 4.6017 -1.6063 4.8715 0.87 0.02 0.22
H 5.5772 -2.6949 3.7365 -0.39 1.08 -0.89
H 1.2461 -4.9487 6.3522 -0.47 -0.18 0.58
H 0.2733 -5.2099 5.0859 0.11 0.38 -0.47
C 5.8594 1.3218 -2.9502 -0.91 -0.49 -1.26
C 5.5318 0.1030 -3.8655 0.56 -1.10 0.93
C 6.7460 -0.8865 -3.8186 -0.22 2.72 -0.45
O 6.6216 -1.8604 -4.7887 0.29 -1.48 -1.07
C 7.7076 -2.1339 -5.7031 -1.17 0.29 0.81
N 4.2732 -0.5463 -3.4763 -0.01 0.42 0.30
H 6.4153 2.0929 -3.4837 0.34 -0.20 -0.10
H 6.3932 1.0383 -2.0431 -0.45 0.06 0.14
H 4.8691 1.7611 -2.8298 0.19 0.12 0.83
H 5.4071 0.4560 -4.8892 0.20 -0.06 -0.16
H 6.9558 -1.2552 -2.8145 -0.25 -0.22 0.06
H 7.4750 -0.1162 -4.0701 1.20 -0.46 -0.19
H 8.5819 -2.5819 -5.2310 0.09 0.19 0.30
H 7.9627 -1.2127 -6.2270 0.24 -0.01 -0.11
H 7.3082 -2.8742 -6.3963 0.01 0.17 -0.09
H 4.3689 -0.7553 -2.4928 -0.08 0.11 0.57
H 4.2378 -1.4770 -3.8670 0.02 -0.11 -0.55
```
Positions in Å, forces in eV/Å.

Results
Gap between HOMO and LUMO (spin up / spin down) = 1.823 / 8.704 eV
2S+1 = 2
Charge = -1

Atomic partial charges in e from the Mulliken method, atoms 1 to 99: 0.011 -0.605 -0.026 0.005 0.221 0.307 0.155 0.101 0.096 -0.511 0.086 -0.405 0.352 0.106 0.319 0.228 -1.155 -0.837 0.174 -0.834 -0.172 -0.243 -1.093 0.224 -0.280 0.564 0.184 0.252 0.070 0.414 -0.048 0.408 0.272 0.313 0.388 0.424 0.234 0.427 -0.227 0.109 -0.762 -0.369 -0.528 -0.034 -0.288 -0.474 -0.092 -0.286 -0.809 0.300 0.316 0.254 0.261 0.323 0.396 -0.076 0.294 0.215 0.239 -0.056 0.397 0.348 0.258 0.320 -0.791 -0.330 -0.547 -0.603 -0.345 -0.602 -0.480 -0.219 -1.571 0.286 0.313 0.305 0.466 0.339 0.330 0.368 0.293 0.317 0.144 0.203 0.521 0.366 0.575 0.346 -0.728 -0.232 -0.882 -0.450 -0.372 -1.161 1.001 -0.393 -0.955 0.318 0.285

=====

Entry 5:
Here is 2 unconnected molecules or ions with the total composition C4H15N3O at a distorted geometry from the Open Molecules 2025 dataset. Energies are from the ωB97M-V functional and the def2-TZVPD basis.

```
23
Properties=species:S:1:pos:R:3:forces:R:3
C -1.6958 -0.7731 1.3090 0.16 -1.60 -0.83
C -0.5426 -0.1453 0.4587 -0.76 -0.45 -0.42
C -0.2028 1.2484 0.9316 -0.38 2.11 -0.36
N 1.0831 1.4206 1.6085 0.65 -1.13 -0.07
N -0.8146 -0.1124 -1.0216 1.16 -0.84 1.09
C -0.0982 -1.2886 -1.7934 -3.68 1.92 -0.11
N 1.2677 -1.4399 -1.5978 1.46 0.27 1.35
H -1.8837 -0.4992 2.3445 0.63 0.64 0.04
H -2.6672 -0.6745 0.8119 0.16 0.18 -0.10
H -1.5025 -1.8636 1.3601 -0.28 0.37 -0.10
H 0.3306 -0.8103 0.4658 0.01 0.43 0.83
H -0.9924 1.7027 1.5459 -0.23 -0.47 -0.01
H -0.2247 1.8630 0.0079 0.28 -0.13 0.56
H 1.1666 2.2429 2.1877 -0.33 0.25 -0.19
H 1.2301 0.6380 2.2407 0.08 0.05 -0.09
H -1.8128 -0.1644 -1.1972 0.07 -0.10 -0.08
H -0.4160 -0.9253 -2.7708 0.89 -0.39 -0.59
H -0.7356 -2.1661 -1.6508 0.74 -0.49 0.33
H 1.7374 -0.5301 -1.4240 -0.40 -0.26 -1.06
H 1.4695 -1.8660 -0.6931 -0.27 -0.67 -0.38
O 2.0692 1.2953 -1.2850 0.27 0.24 0.50
H 2.0798 1.3704 -0.3061 -0.13 0.10 -0.35
H 1.1548 1.4774 -1.5323 -0.08 -0.04 0.04
```
Positions in Å, forces in eV/Å.

Results
Gap between HOMO and LUMO = 9.817 eV
Energy above the lowest of the compared OMol25 structures with the same formula, charge and spin = 139.3 kJ/mol

How positive or negative is each atom? The Mulliken charges in e answer that: -1.431 0.810 -1.046 -0.517 -0.390 -0.577 -0.630 0.400 0.324 0.346 -0.011 0.403 0.273 0.216 0.192 0.240 0.317 0.353 0.432 0.351 -0.783 0.413 0.314